The following is a DFT calculation (the ωB97M-V functional and the def2-TZVPD basis) of the molecule C10H14BN at a distorted geometry.

For the LUMO energy, the calculation gives -0.0003 hartree. As for the charge: 0. As for the frontier orbital gap: 7.48 eV. As for the total energy: -12759.958 eV. The energy relative to the best compared isomer or geometry (same formula, charge and spin) comes out at 3.5150 eV.

Geometry as XYZ:
```
26
Properties=species:S:1:pos:R:3:forces:R:3:lowdin_charge:R:1
B -0.134 0.250 -0.818 -1.24 0.19 4.06 0.078
C 1.088 -3.848 -1.134 0.84 -0.87 -0.28 -0.087
C 2.023 -2.945 -0.701 0.19 -0.15 0.38 -0.077
C -0.125 -3.431 -1.575 -1.79 -0.25 -0.67 -0.110
C 1.753 -1.604 -0.747 0.59 0.97 -0.20 -0.071
C -0.479 -2.133 -1.437 -1.05 4.24 -0.66 -0.044
C 0.514 -1.120 -1.127 -1.78 -0.75 0.25 -0.129
C -1.303 1.256 -1.165 1.55 0.22 -0.37 -0.154
C -1.492 2.262 -0.033 -0.12 1.34 1.03 -0.227
C -1.403 1.452 1.289 0.04 1.82 1.02 -0.328
C 0.985 1.238 1.853 1.34 -1.27 1.49 -0.209
N -0.240 0.629 1.304 1.54 -0.03 -4.09 -0.125
H 1.319 -4.882 -1.240 0.32 -0.65 0.18 0.103
H 2.961 -3.258 -0.285 0.37 -0.26 -0.14 0.107
H -0.845 -4.050 -2.100 0.16 -0.49 0.47 0.114
H 2.577 -0.934 -0.549 -0.08 0.27 0.30 0.111
H -1.537 -1.705 -1.671 1.91 -1.26 0.24 0.142
H -0.988 1.767 -2.070 -0.28 0.12 -0.56 0.096
H -2.261 0.777 -1.349 -0.02 -0.35 -0.22 0.107
H -0.681 3.094 0.105 -1.11 -1.66 -0.86 0.134
H -2.462 2.839 -0.138 0.91 -0.71 0.12 0.115
H -1.226 2.300 2.037 -0.89 -1.32 -0.20 0.121
H -2.293 0.804 1.526 0.52 0.92 -0.32 0.119
H 0.843 1.082 2.952 0.50 0.31 -0.45 0.070
H 1.832 0.557 1.567 -0.68 0.39 0.32 0.060
H 1.505 2.269 1.791 -1.74 -0.75 -0.82 0.085
```
Positions in Å, forces in eV/Å.

The following is a DFT calculation (the ωB97M-V functional and the def2-TZVPD basis) of the molecule C10H14BrN3 at a distorted geometry.

For the LUMO energy, the calculation gives -0.0140 hartree. As for the charge: 0. As for the frontier orbital gap: 7.33 eV. As for the total energy: -85106.508 eV. Its SMILES is CC(C)(C)\N=C1/C=CN/C1=N/C=C/Br.

Geometry as XYZ:
```
28
Properties=species:S:1:pos:R:3:forces:R:3:lowdin_charge:R:1
C 0.239 2.124 1.183 2.23 -0.48 2.20 -0.044
C -0.618 0.824 1.027 1.82 0.70 0.55 -0.642
C -2.007 1.232 0.616 1.46 2.96 -1.69 -0.053
C -0.816 0.051 2.356 -1.77 1.41 -1.55 -0.040
N 0.086 0.113 0.012 -0.39 -1.33 -1.72 0.154
C 0.791 -0.953 -0.039 -1.04 1.61 -0.19 -0.223
C 1.405 -1.819 0.935 -0.12 0.21 1.74 -0.025
C 2.261 -2.643 0.269 -2.63 0.54 0.52 -0.066
N 2.072 -2.506 -1.119 0.14 -0.59 -0.99 0.074
C 1.108 -1.530 -1.399 -0.19 0.57 0.22 -0.255
N 0.529 -1.216 -2.498 1.03 -1.73 0.41 0.121
C 0.057 0.064 -2.715 0.05 -0.54 -0.05 -0.321
C -1.054 0.518 -3.298 1.81 0.01 1.14 -0.609
Br -1.106 2.352 -3.560 -0.34 1.01 -0.27 0.663
H 1.293 1.740 1.535 -1.78 0.81 -0.37 0.106
H 0.519 2.804 0.333 -1.13 -0.95 0.43 0.090
H -0.200 2.687 2.053 0.54 -0.18 -0.95 0.088
H -2.616 0.415 0.694 -2.14 -1.85 0.56 0.048
H -1.984 1.484 -0.463 -0.10 0.23 0.54 0.079
H -2.287 2.156 1.218 -0.11 -1.41 -0.72 0.115
H -1.671 0.661 2.762 1.09 -1.04 0.76 0.097
H -1.196 -0.932 2.059 0.03 0.04 0.37 0.090
H 0.068 -0.009 2.927 0.76 0.01 1.03 0.053
H 1.046 -1.675 2.008 1.50 -0.75 -1.53 0.117
H 2.759 -3.467 0.729 0.72 -0.28 -0.27 0.110
H 2.407 -3.191 -1.803 -0.26 0.65 0.52 0.157
H 0.882 0.690 -2.470 0.11 1.34 -0.16 0.092
H -1.965 0.025 -3.352 -1.30 -0.97 -0.52 0.025
```
Positions in Å, forces in eV/Å.

The following is a DFT calculation (the ωB97M-V functional and the def2-TZVPD basis) of the molecule C10H14ClN3 at a distorted geometry.

For the LUMO energy, the calculation gives 0.0306 hartree. As for the charge: 0. As for the frontier orbital gap: 8.85 eV. As for the total energy: -27588.899 eV. Its SMILES is CN1CCN(c2ncccc2Cl)CC1. The energy relative to the best compared isomer or geometry (same formula, charge and spin) comes out at 0.5102 eV.

Geometry as XYZ:
```
28
Properties=species:S:1:pos:R:3:forces:R:3:lowdin_charge:R:1
C -2.481 0.670 1.564 0.56 -0.78 -0.79 -0.085
N -2.688 0.321 0.140 -0.06 -1.24 0.03 -0.221
C -2.009 1.186 -0.820 -1.57 1.49 0.74 -0.202
C -0.702 0.667 -1.322 1.63 -0.52 0.46 -0.172
N -0.065 -0.138 -0.277 0.90 0.40 0.20 -0.108
C 1.336 -0.185 -0.098 -1.76 0.78 -0.64 -0.318
N 1.854 -1.378 -0.047 1.87 -0.75 0.69 0.129
C 3.193 -1.491 0.173 0.12 -0.94 -1.00 -0.128
C 4.078 -0.441 0.207 0.07 1.07 -0.24 -0.070
C 3.486 0.830 0.091 0.86 0.47 0.41 -0.113
C 2.143 0.975 0.016 -1.17 -0.20 -0.12 -0.563
Cl 1.400 2.551 0.134 0.30 -0.10 0.01 0.710
C -0.770 -1.344 0.026 -1.23 -1.04 0.86 -0.175
C -2.336 -1.099 -0.120 0.83 0.81 0.06 -0.145
H -3.036 -0.101 2.120 -0.11 0.66 0.16 0.081
H -1.414 0.521 1.831 -0.37 0.48 0.15 0.078
H -2.812 1.709 1.770 0.11 -0.76 -0.03 0.089
H -2.658 1.347 -1.700 0.04 -0.04 0.27 0.117
H -2.003 2.147 -0.261 0.67 -0.22 -0.76 0.117
H 0.062 1.420 -1.555 -0.83 0.02 -0.56 0.075
H -0.914 0.008 -2.179 0.36 0.24 -0.12 0.126
H 3.596 -2.508 0.100 -0.34 0.24 0.45 0.108
H 5.186 -0.477 0.259 -1.05 -0.49 0.04 0.115
H 4.063 1.748 0.114 0.22 -0.16 0.07 0.106
H -0.489 -2.214 -0.591 0.02 0.28 -0.10 0.110
H -0.482 -1.627 1.056 -0.35 0.00 -0.33 0.117
H -2.936 -1.756 0.525 0.39 0.14 -0.06 0.112
H -2.605 -1.343 -1.155 -0.10 0.17 0.15 0.108
```
Positions in Å, forces in eV/Å.

The following is a DFT calculation (the ωB97M-V functional and the def2-TZVPD basis) of a structure of composition C10H14CoN4O3S.

For the LUMO energy (spin up / spin down), the calculation gives -0.0099 / -0.0091 hartree. As for the charge: 0. Its expectation value of S² is 0.795. As for the frontier orbital gap (spin up / spin down): 8.19 / 8.30 eV. As for the total energy: -71164.071 eV. Its spin multiplicity is 2. The energy relative to the best compared isomer or geometry (same formula, charge and spin) comes out at 0.2363 eV.

Geometry as XYZ:
```
33
Properties=species:S:1:pos:R:3:forces:R:3:mulliken_spin:R:1
Co 0.164 0.271 -0.042 -0.04 0.24 0.08 1.004
N -1.804 0.086 -0.395 -0.04 -0.05 0.00 -0.021
C -2.436 0.085 0.952 0.06 -0.02 -0.03 0.001
C -1.475 -0.474 2.006 0.13 0.01 -0.12 0.007
O -1.847 -0.623 3.170 -0.09 0.02 0.04 0.011
N -0.264 -0.673 1.498 -0.06 -0.28 0.01 -0.006
C 0.871 -1.054 2.310 0.05 -0.01 0.03 -0.002
C 2.134 -0.488 1.652 -0.05 0.23 0.09 -0.005
O 3.207 -0.528 2.226 0.00 -0.05 0.00 0.000
O 1.941 0.068 0.488 -0.04 0.00 -0.06 -0.020
H -2.217 0.811 -0.971 0.03 0.02 0.00 -0.002
H -1.983 -0.801 -0.854 -0.01 0.00 0.01 0.000
H -3.376 -0.467 0.976 0.00 0.00 0.00 0.000
H -2.652 1.122 1.214 -0.05 0.01 -0.01 -0.001
H 0.980 -2.139 2.383 -0.01 -0.01 -0.01 -0.001
H 0.796 -0.683 3.334 -0.02 0.03 0.01 -0.002
C -0.444 1.851 4.822 0.01 0.00 0.02 0.000
C 0.533 2.199 3.751 -0.10 -0.04 0.02 0.002
C 1.884 2.302 3.894 0.05 -0.02 -0.03 0.000
C 2.651 2.636 2.762 0.07 -0.04 0.03 0.002
N 2.109 2.858 1.569 -0.04 -0.01 -0.04 -0.001
C 0.806 2.670 1.415 0.02 -0.01 0.01 -0.001
S 0.014 2.693 -0.110 0.04 -0.09 -0.10 0.040
N 0.036 2.399 2.508 0.00 -0.02 0.04 -0.004
C 4.136 2.695 2.839 -0.01 0.02 0.01 0.000
H 0.062 1.735 5.775 0.01 0.00 0.00 0.000
H -0.964 0.923 4.567 0.04 -0.03 -0.02 0.000
H -1.199 2.635 4.916 0.02 0.04 0.01 0.000
H 2.353 2.111 4.847 0.00 0.02 0.01 0.000
H -0.953 2.263 2.339 0.03 0.02 0.01 -0.001
H 4.488 2.871 3.853 0.00 0.01 0.01 0.000
H 4.518 3.454 2.159 0.00 -0.01 -0.01 0.000
H 4.504 1.720 2.507 -0.01 -0.03 -0.02 0.000
```
Positions in Å, forces in eV/Å.

The following is a DFT calculation (the ωB97M-V functional and the def2-TZVPD basis) of a structure of composition C10H14IrN2P at a distorted geometry.

For the LUMO energy (spin up / spin down), the calculation gives -0.0961 / -0.2331 hartree. As for the charge: +1. Its expectation value of S² is 8.785. As for the frontier orbital gap (spin up / spin down): 6.16 / 5.88 eV. As for the total energy: -25691.500 eV. Its spin multiplicity is 6. The energy relative to the best compared isomer or geometry (same formula, charge and spin) comes out at 0.0000 eV.

Geometry as XYZ:
```
28
Properties=species:S:1:pos:R:3:forces:R:3:mulliken_spin:R:1
C -0.386 -1.244 -2.704 -1.67 0.65 0.56 -0.201
C 0.211 0.041 -3.128 -0.19 -1.12 -0.11 0.464
C -0.683 1.100 -2.818 -0.65 -0.06 0.73 -0.031
C -1.835 0.566 -2.188 -0.45 0.09 -0.84 0.375
C -1.698 -0.911 -2.033 1.06 -0.11 -1.61 0.202
Ir -0.200 -0.924 -0.578 -0.72 1.84 -0.88 1.907
P 1.470 -2.355 -0.620 2.15 -1.31 -0.08 0.165
H -0.077 -2.257 -2.990 -0.28 0.73 -0.31 -0.002
H 1.150 0.116 -3.698 -0.53 0.06 0.53 0.020
H -0.498 2.179 -3.003 -0.20 -0.99 0.01 -0.002
H -2.477 -1.655 -1.790 0.28 0.77 -0.51 0.001
H -2.772 1.131 -1.970 1.02 -0.52 0.00 0.006
H 2.687 -1.964 0.065 -0.68 -0.70 -0.19 0.010
H 2.065 -2.679 -1.891 -0.38 -0.21 0.76 0.003
H 1.036 -3.615 -0.036 0.85 0.61 -0.46 0.014
N -0.813 2.172 0.562 0.82 -0.46 0.80 0.292
C -0.238 1.366 1.494 -0.88 0.48 -0.65 0.145
C -0.132 1.831 2.832 -1.00 1.29 -1.87 0.363
C 0.508 1.053 3.776 1.66 -2.16 2.11 0.299
C 0.980 -0.199 3.382 -0.22 1.40 1.59 0.126
C 0.758 -0.645 2.085 0.86 -1.72 0.51 0.549
N 0.149 0.094 1.139 -0.69 1.55 -0.52 0.248
H -0.786 1.995 -0.446 -0.02 -0.36 0.49 -0.029
H -1.064 3.114 0.845 0.05 -0.28 -0.03 -0.008
H -0.537 2.809 3.072 0.12 -0.10 -0.08 0.008
H 0.652 1.410 4.793 -0.05 -0.13 -0.32 0.031
H 1.499 -0.877 4.064 -0.20 0.38 -0.10 -0.001
H 1.032 -1.654 1.784 -0.06 0.36 0.45 0.048
```
Positions in Å, forces in eV/Å.

The following is a DFT calculation (the ωB97M-V functional and the def2-TZVPD basis) of the molecule C10H14N2 at a distorted geometry.

For the LUMO energy, the calculation gives 0.0223 hartree. As for the charge: 0. As for the frontier orbital gap: 10.12 eV. As for the total energy: -13574.002 eV. Its SMILES is [H]/N=C/[C@]1(C)C(C#N)=CC[C@@H]1CC. The energy relative to the best compared isomer or geometry (same formula, charge and spin) comes out at 3.1854 eV.

Geometry as XYZ:
```
26
Properties=species:S:1:pos:R:3:forces:R:3:lowdin_charge:R:1
H -2.147 0.519 2.946 -0.16 0.57 2.39 0.032
N -2.047 0.268 2.015 -0.13 -0.16 -1.47 0.144
C -0.853 0.264 1.632 -0.72 -0.66 -2.40 -0.165
C -0.544 -0.225 0.203 -4.17 -1.17 0.04 -0.378
C -1.836 0.075 -0.697 -1.21 -3.64 1.80 -0.031
C -0.543 -1.820 0.462 3.14 3.84 -0.59 -0.162
C -1.688 -2.578 0.473 0.80 -0.11 0.32 -0.217
N -2.529 -3.334 0.435 -2.14 -1.45 -0.05 0.194
C 0.745 -2.156 0.598 -1.49 2.63 -1.36 0.002
C 1.723 -1.057 0.297 -0.60 1.34 -0.40 -0.093
C 0.792 0.063 -0.367 0.87 -2.35 -1.74 -0.315
C 1.345 1.452 -0.306 0.99 1.53 -0.18 -0.228
C 1.212 2.184 -1.649 1.85 3.63 1.32 -0.127
H 0.011 0.438 2.192 1.34 0.54 1.46 0.108
H -2.717 -0.453 -0.045 1.80 2.04 -1.68 0.113
H -1.973 -0.432 -1.675 1.07 -0.24 0.51 0.085
H -2.018 1.071 -0.945 -0.34 1.90 0.37 0.041
H 0.995 -3.109 0.705 1.40 -3.98 0.79 0.074
H 2.088 -0.621 1.258 0.31 -0.39 -0.68 0.123
H 2.555 -1.304 -0.414 -0.60 -0.03 1.01 0.132
H 0.587 -0.214 -1.481 0.98 0.21 1.65 0.173
H 0.701 2.046 0.438 1.62 -0.59 -0.64 0.134
H 2.510 1.497 -0.144 -2.37 -0.37 0.60 0.143
H 0.234 2.579 -1.792 -0.92 0.35 -0.05 0.045
H 1.445 1.679 -2.546 0.64 -1.04 -0.69 0.046
H 1.953 3.169 -1.592 -1.93 -2.40 -0.33 0.130
```
Positions in Å, forces in eV/Å.

The following is a DFT calculation (the ωB97M-V functional and the def2-TZVPD basis) of a cluster of 2 separate species, C10H14N2O in total at a distorted geometry.

For the LUMO energy (spin up / spin down), the calculation gives -0.0121 / -0.0263 hartree. As for the charge: 0. As for the frontier orbital gap (spin up / spin down): 7.26 / 7.03 eV. As for the total energy: -15616.086 eV. The energy relative to the best compared isomer or geometry (same formula, charge and spin) comes out at 9.2139 eV.

Geometry as XYZ:
```
27
Properties=species:S:1:pos:R:3:forces:R:3:lowdin_charge:R:1
C 2.294 -0.397 -2.244 0.42 -0.30 -1.27 -0.113
C 1.106 0.186 -2.681 1.17 0.77 -2.72 -0.075
C 2.471 -0.615 -0.928 -3.00 0.45 1.32 -0.063
C 0.221 0.727 -1.760 -0.59 -0.49 -1.31 -0.067
C 1.441 -0.359 0.001 1.69 0.80 1.26 -0.168
C 0.333 0.374 -0.441 0.11 1.07 1.59 -0.280
C 1.711 -0.527 1.504 -0.37 -0.90 1.42 -0.123
C 0.627 -1.501 2.195 0.22 4.40 -2.38 -0.237
C -0.651 1.004 0.469 -0.31 1.40 0.61 0.115
C -3.377 0.396 -0.784 0.85 -1.35 -1.42 -0.082
N -2.660 1.584 -0.383 2.73 1.39 0.42 -0.179
N -0.605 -0.722 2.291 -0.48 -0.23 2.31 -0.009
O -3.115 2.439 0.358 -0.71 -1.33 -0.80 -0.024
H 3.189 -0.673 -2.856 -1.34 0.42 -0.11 0.123
H 1.117 0.324 -3.823 -0.79 0.22 1.92 0.128
H 3.387 -0.938 -0.639 2.48 -1.15 1.31 0.076
H -0.606 1.412 -1.926 0.17 -0.26 -0.89 0.105
H 2.711 -1.049 1.787 -1.26 1.47 -1.00 0.129
H 1.489 0.439 2.155 1.12 -1.60 -1.61 0.139
H 0.423 -2.296 1.567 0.00 -2.04 -0.92 0.081
H 1.149 -1.701 3.072 -0.20 -0.87 1.99 0.080
H -0.371 2.008 1.064 -0.41 -2.12 -1.47 0.126
H -3.973 0.046 -0.033 -1.57 -0.84 2.58 0.040
H -4.127 0.543 -1.583 0.92 0.44 -0.17 0.099
H -2.647 -0.464 -0.996 -0.89 1.68 -0.12 0.115
H -0.949 -0.119 1.480 0.14 -0.62 0.20 -0.020
H -0.588 -0.124 3.135 -0.09 -0.40 -0.75 0.085
```
Positions in Å, forces in eV/Å.

The following is a DFT calculation (the ωB97M-V functional and the def2-TZVPD basis) of a structure of composition C10H14N2O6ReS at a distorted geometry.

For the LUMO energy (spin up / spin down), the calculation gives -0.4100 / -0.3931 hartree. As for the charge: +2. Its expectation value of S² is 0.756. As for the frontier orbital gap (spin up / spin down): 6.28 / 6.95 eV. As for the total energy: -38806.444 eV. Its spin multiplicity is 2. The energy relative to the best compared isomer or geometry (same formula, charge and spin) comes out at 1.0470 eV.

Geometry as XYZ:
```
34
Properties=species:S:1:pos:R:3:forces:R:3:mulliken_spin:R:1
Re -0.008 -0.903 -0.802 0.76 2.27 0.04 0.901
C 2.774 -0.395 -1.829 1.05 -0.82 -0.64 0.010
O 1.806 0.373 -1.097 -2.02 -0.78 0.29 -0.004
C 1.494 1.656 -1.664 -0.67 1.11 -0.08 -0.001
C 0.174 1.543 -2.438 1.14 0.04 -0.48 0.004
O -0.797 0.947 -1.573 0.32 -1.01 0.19 0.014
C -1.738 1.828 -0.960 -0.90 0.64 0.64 0.008
H 3.642 0.221 -2.067 -0.12 0.04 0.18 0.000
H 2.336 -0.802 -2.745 0.10 0.20 0.12 0.000
H 3.067 -1.214 -1.174 0.08 0.06 -0.08 -0.001
H 2.287 1.999 -2.333 0.02 -0.18 0.19 0.000
H 1.403 2.353 -0.822 0.04 -0.13 -0.21 -0.001
H 0.299 0.844 -3.275 -0.07 0.21 0.02 -0.006
H -0.156 2.515 -2.814 -0.10 -0.21 0.13 -0.001
H -2.168 2.495 -1.712 0.13 -0.21 0.01 0.000
H -1.271 2.419 -0.166 0.05 -0.11 -0.12 0.001
H -2.531 1.206 -0.543 0.07 0.07 -0.04 -0.001
O -1.479 -2.192 -1.235 -1.32 1.54 0.71 -0.008
S -0.315 -2.876 -1.962 0.61 -2.61 -1.22 0.005
O -0.502 -4.119 -2.556 -0.10 0.01 0.10 0.007
O 0.677 -2.733 -0.775 0.85 -0.79 0.95 0.041
O 0.188 -1.712 -2.754 0.22 1.02 -0.54 -0.009
N -1.544 0.040 6.415 -0.21 0.09 0.85 0.019
C -1.273 -0.098 5.316 0.20 -0.12 -0.56 -0.004
C -0.941 -0.240 3.939 0.09 -0.04 -0.66 0.028
C -1.786 -0.932 3.065 0.06 0.10 -0.15 -0.011
C -1.460 -0.991 1.724 -0.58 -0.28 0.45 0.026
N -0.352 -0.416 1.212 -0.12 -0.36 -0.13 -0.021
C 0.472 0.226 2.062 0.52 0.36 0.29 0.014
C 0.222 0.336 3.416 -0.22 -0.10 -0.23 -0.007
H -2.688 -1.409 3.423 0.00 0.02 -0.04 0.000
H -2.103 -1.505 1.019 -0.02 -0.06 0.14 -0.001
H 1.365 0.668 1.641 0.03 -0.02 -0.05 -0.002
H 0.906 0.865 4.063 0.08 0.05 -0.07 0.000
```
Positions in Å, forces in eV/Å.